DFT (the ωB97M-V functional and the def2-TZVPD basis) results for a molecular structure, C43H53N6O3SeTeTi.

## Properties
HOMO-LUMO gap (alpha / beta): 6.84 / 7.47 eV
relative energy (zero: lowest compared OMol25 entry of this formula, charge and spin): 0.0 kcal/mol
spin multiplicity: 2

Cartesian coordinates (Å):
1 Ti -0.27959 -2.76756 -1.25974
2 C 0.14518 0.12088 -2.79713
3 N -0.05570 -1.30291 -3.13690
4 C -1.41326 -1.36598 -3.71700
5 C -1.91347 -2.77629 -3.84001
6 C -2.76936 -3.16256 -4.85945
7 C -3.24074 -4.46448 -4.88473
8 C -2.83250 -5.34601 -3.89713
9 C -1.96893 -4.88924 -2.91867
10 N -1.52194 -3.63103 -2.88849
11 C 0.92775 -1.80512 -4.10912
12 C 1.99041 -2.68217 -3.50137
13 C 3.24189 -2.79520 -4.08620
14 C 4.16245 -3.66874 -3.53642
15 C 3.79718 -4.41682 -2.42821
16 C 2.52287 -4.25482 -1.91672
17 N 1.63637 -3.39963 -2.43362
18 C 1.51039 0.50980 -2.30268
19 C 1.84105 1.86373 -2.25106
20 C 3.06398 2.23276 -1.72812
21 C 3.93263 1.24042 -1.28953
22 C 3.52630 -0.07545 -1.40365
23 N 2.34077 -0.43862 -1.89471
24 H -0.08151 0.73772 -3.67965
25 H -0.60330 0.36455 -2.03431
26 H -2.07800 -0.80615 -3.05354
27 H -1.43482 -0.87737 -4.70035
28 H -3.06150 -2.44641 -5.61590
29 H -3.91636 -4.78673 -5.66638
30 H -3.17344 -6.37121 -3.87856
31 H -1.61834 -5.52961 -2.12074
32 H 0.39683 -2.42507 -4.83718
33 H 1.38525 -0.98507 -4.67204
34 H 3.48891 -2.19222 -4.95029
35 H 5.15034 -3.76731 -3.96791
36 H 4.47772 -5.12031 -1.97013
37 H 2.17961 -4.83623 -1.07198
38 H 1.13645 2.60294 -2.60850
39 H 3.33930 3.27797 -1.66121
40 H 4.90091 1.48226 -0.87293
41 H 4.17392 -0.88681 -1.08545
42 C -1.13007 -3.65375 3.56609
43 O -0.38509 -3.28184 2.43066
44 C 0.97050 -3.09846 2.72110
45 C 1.74698 -2.98133 1.41962
46 O 1.14908 -2.12460 0.44975
47 C 0.98185 -0.79020 0.93681
48 H -0.77760 -4.60885 3.97102
49 H -2.16574 -3.76378 3.25106
50 H -1.06988 -2.88615 4.34985
51 H 1.38098 -3.96093 3.26449
52 H 1.10935 -2.20997 3.35641
53 H 1.82876 -3.95813 0.95571
54 H 2.75569 -2.61198 1.64822
55 H 1.96062 -0.34216 1.14153
56 H 0.37227 -0.78964 1.84173
57 H 0.45684 -0.22433 0.17464
58 Se 0.13922 -6.98011 1.45105
59 C -0.05892 -5.60044 0.35596
60 N -0.14688 -4.69984 -0.38379
61 C -3.96175 -1.76241 -0.13955
62 C -2.74368 -1.05853 -0.71848
63 O -2.90925 0.05579 -1.26086
64 N -1.58501 -1.69573 -0.65967
65 Te -1.63095 2.64984 0.34949
66 C -1.16404 4.66241 0.87920
67 C -1.44416 5.15057 2.16082
68 C -2.10646 4.32196 3.22750
69 C -1.09377 6.46416 2.47467
70 C -0.49954 7.30949 1.55371
71 C -0.12901 8.72313 1.91245
72 C -0.26165 6.81623 0.27623
73 C -0.58127 5.51161 -0.07518
74 C -0.27090 5.04930 -1.47423
75 C -0.69139 1.80046 2.05304
76 C -1.43145 0.93013 2.86451
77 C -2.84752 0.54365 2.54428
78 C -0.83040 0.38902 3.99667
79 C 0.47848 0.68823 4.34848
80 C 1.11194 0.09003 5.57610
81 C 1.19526 1.54408 3.52518
82 C 0.64036 2.10133 2.37549
83 C 1.51174 2.98550 1.52530
84 H -4.63276 -1.03585 0.31834
85 H -3.67110 -2.53045 0.57409
86 H -4.50296 -2.23414 -0.96474
87 H -2.89992 3.70334 2.80610
88 H -2.53634 4.96673 3.99414
89 H -1.39600 3.64782 3.71084
90 H -1.30744 6.83463 3.47229
91 H -0.43918 8.96533 2.92834
92 H -0.60111 9.43638 1.23455
93 H 0.95019 8.87384 1.84457
94 H 0.18566 7.46650 -0.46947
95 H 0.11189 5.87530 -2.07444
96 H -1.15042 4.64285 -1.97639
97 H 0.47874 4.25635 -1.45116
98 H -2.91102 0.08999 1.55649
99 H -3.50647 1.41457 2.53987
100 H -3.22183 -0.17623 3.27220
101 H -1.40745 -0.28418 4.62207
102 H 0.40721 -0.54390 6.11374
103 H 1.45593 0.86883 6.25902
104 H 1.97990 -0.51897 5.31377
105 H 2.22800 1.77514 3.76986
106 H 1.33454 4.04223 1.73781
107 H 1.30754 2.82867 0.46528
108 H 2.56513 2.77160 1.71349

Atoms 1-6, force components in eV/Å:
0.12 0.44 0.26
-0.01 -0.01 0.01
0.00 0.06 0.06
-0.01 -0.04 -0.01
0.02 0.03 0.04
-0.03 0.00 -0.03